C4H5NO2 | the ωB97M-V functional and the def2-TZVPD basis

Each line ends with the Mulliken charge.
Cartesian coordinates (Å):
O 2.55 -0.76 -0.30  -0.4616
C 1.44 -0.33 -0.52  -0.1738
C 0.68 0.48 0.48  0.0664
C -0.55 1.23 0.06  -0.4145
N -0.67 0.02 0.80  -0.2050
C -1.19 -1.12 0.16  0.0763
O -1.96 -1.09 -0.77  -0.4756
H 0.93 -0.54 -1.48  0.3703
H 1.29 0.83 1.30  0.3462
H -0.87 1.20 -0.98  0.2584
H -0.81 2.13 0.61  0.2276
H -0.84 -2.05 0.63  0.3852

multiplicity = 1
energy above the lowest of the compared OMol25 structures with the same formula, charge and spin = 44.9 kcal/mol
E_LUMO = 0.57 eV
SMILES = O=C[C@H]1CN1C=O

---

C21H26N4O3S3 | the ωB97M-V functional and the def2-TZVPD basis

Each line ends with the Mulliken charge.
Cartesian coordinates (Å):
C -0.06 -2.63 0.69  -0.4866
C -1.19 -3.16 1.56  -0.4455
C -2.55 -2.99 0.88  -1.0947
N -2.89 -1.61 0.57  0.4079
C -3.39 -0.77 1.64  -1.5670
C -2.32 0.12 2.29  2.0090
C -2.96 1.20 3.14  -1.6152
C -2.71 -1.19 -0.70  0.7865
O -2.27 -1.90 -1.58  -0.6750
C -3.11 0.26 -1.00  -0.6475
S -2.75 0.58 -2.74  -0.3170
C -1.04 0.21 -2.72  0.0865
N -0.37 0.41 -1.63  -0.0718
C 0.94 0.12 -1.69  -0.1856
C 1.57 -0.36 -2.82  0.6735
S 3.26 -0.64 -2.52  -0.2350
C 3.08 -0.06 -0.87  0.3780
S 4.33 0.07 0.18  -0.3194
N 1.78 0.28 -0.62  0.4681
C 1.36 0.84 0.61  -0.5126
C 1.69 0.24 1.82  -0.6532
C 1.31 0.81 3.02  -0.5795
C 0.58 1.99 3.03  0.5203
O 0.17 2.65 4.14  -0.4526
C 0.57 2.20 5.43  -0.5163
C -0.31 1.07 5.96  -0.8690
C 0.23 2.58 1.82  -0.4311
C 0.62 2.02 0.62  -0.3017
C 0.85 -0.57 -4.04  -0.0214
O 1.26 -0.97 -5.11  -0.6871
N -0.50 -0.22 -3.87  -0.0688
H 0.90 -2.83 1.16  0.4646
H -0.16 -1.56 0.54  -0.4208
H -0.07 -3.11 -0.28  0.3721
H -1.19 -2.65 2.52  0.1805
H -1.05 -4.22 1.75  0.4174
H -3.34 -3.40 1.52  0.4176
H -2.55 -3.53 -0.07  0.4546
H -4.19 -0.13 1.25  0.3519
H -3.83 -1.42 2.39  0.3741
H -1.69 0.57 1.53  -0.8305
H -1.66 -0.50 2.92  -0.0387
H -3.61 1.83 2.54  0.3873
H -2.20 1.83 3.59  0.2752
H -3.56 0.76 3.94  0.3677
H -2.55 0.97 -0.40  0.2071
H -4.18 0.40 -0.88  0.5790
H 2.26 -0.68 1.82  0.6169
H 1.61 0.32 3.93  0.5139
H 1.62 1.91 5.42  0.3698
H 0.46 3.08 6.07  0.3663
H -0.26 0.20 5.31  0.1874
H -1.34 1.40 6.02  0.2680
H 0.03 0.79 6.95  0.4015
H -0.34 3.50 1.84  0.4452
H 0.35 2.49 -0.31  0.4524
H -1.10 -0.37 -4.68  0.2434

multiplicity = 1
energy above the lowest of the compared OMol25 structures with the same formula, charge and spin = 0.0 kcal/mol
E_LUMO = 0.28 eV
SMILES = CCCN(CCC)C(=O)CSc1nc2c(sc(=S)n2-c2ccc(OCC)cc2)c(=O)[nH]1

---

C35H61NO27 | the ωB97M-V functional and the def2-TZVPD basis

Each line ends with the Mulliken charge.
Cartesian coordinates (Å):
C -6.79 12.26 12.91  -1.3903
C -6.40 13.53 13.65  1.7398
C -7.03 14.72 12.95  0.3232
O -7.37 15.44 14.15  -0.4280
C -7.56 14.66 15.19  0.5282
O -8.14 15.00 16.16  -0.5649
O -6.95 13.49 14.98  -0.4309
H -6.43 11.30 13.26  0.3587
H -6.60 12.44 11.85  0.1970
H -7.91 12.19 12.94  0.3897
H -5.36 13.75 13.78  -0.7006
H -7.96 14.46 12.43  0.4084
H -6.43 15.30 12.20  -0.4102
C -4.96 14.82 9.57  -0.3361
C -5.57 13.65 8.68  0.5910
C -7.11 13.57 8.51  -0.4256
O -7.46 14.06 7.27  -0.3186
C -6.36 14.35 6.67  0.5237
O -6.28 14.75 5.50  -0.6176
O -5.27 14.10 7.40  -0.3733
H -5.33 15.72 9.10  0.7082
H -3.92 14.82 9.57  -0.4695
H -5.20 14.77 10.57  -0.0753
H -5.18 12.67 8.97  0.0990
H -7.54 14.14 9.31  0.2725
H -7.42 12.56 8.50  0.3938
C 3.78 11.56 11.36  -1.4699
C 3.39 12.20 12.77  0.6968
C 1.94 12.24 13.16  2.5918
O 1.65 11.10 14.00  -0.3598
C 2.79 10.67 14.37  0.3590
O 2.90 10.04 15.42  -0.6212
O 3.82 11.22 13.70  -0.4263
H 4.68 12.00 10.95  0.3442
H 2.95 11.61 10.60  0.2146
H 4.08 10.56 11.48  0.5323
H 3.83 13.22 12.84  0.2798
H 1.32 12.11 12.25  -1.2250
H 1.62 13.16 13.54  -1.1169
C -3.03 11.81 10.93  -1.8332
C -1.78 11.44 11.70  1.4416
C -1.54 9.98 11.61  -0.6985
O -0.64 9.76 10.57  -0.3796
C -0.16 10.86 10.13  0.4248
O 0.64 10.90 9.26  -0.5754
O -0.73 11.91 10.84  -0.0431
H -3.93 11.51 11.46  0.5787
H -3.18 11.20 10.07  0.6792
H -3.12 12.82 10.60  -0.0750
H -1.81 11.82 12.75  -0.2882
H -2.47 9.39 11.43  0.2962
H -1.13 9.70 12.54  0.4260
C -4.94 17.93 11.95  -0.5061
O -3.77 18.05 11.13  -0.2088
C -2.67 18.59 11.68  0.4447
O -2.74 19.45 12.80  -0.7281
O -1.57 18.38 11.05  0.4181
C -0.41 19.07 11.49  -0.7535
H -4.92 16.95 12.53  -0.0387
H -5.75 17.85 11.27  0.2649
H -5.18 18.75 12.61  0.4709
H -0.25 18.98 12.58  0.3090
H -0.71 20.14 11.27  0.3608
H 0.46 18.77 10.90  0.0318
C -1.52 16.41 8.42  -0.0194
O -1.89 17.74 8.00  -0.3699
C -0.79 18.53 7.87  0.6888
O 0.53 18.14 8.32  -0.5666
O -0.93 19.61 7.21  -0.3517
C 0.13 20.51 6.88  -0.6346
H -1.12 16.43 9.42  -0.1653
H -1.02 15.95 7.61  0.7877
H -2.54 16.06 8.57  -0.2355
H -0.14 21.30 6.23  0.2482
H 0.83 19.91 6.39  0.3146
H 0.45 20.97 7.81  0.2723
C -4.03 15.26 15.82  -0.6849
O -3.33 14.09 15.57  -0.0028
C -2.61 13.56 16.47  0.4024
O -2.48 14.08 17.79  -0.6815
O -1.85 12.62 15.97  -0.1332
C -0.64 12.36 16.70  -0.5173
H -4.88 14.91 16.37  0.3745
H -4.32 15.68 14.87  0.0265
H -3.38 15.95 16.44  0.4473
H 0.12 12.18 15.98  -0.1775
H -0.57 11.39 17.18  0.4316
H -0.23 13.13 17.32  0.4722
C 3.42 17.84 11.51  -0.7861
O 2.63 17.27 10.50  -0.1862
C 2.14 16.00 10.69  0.4837
O 2.74 15.14 11.71  -0.5066
O 1.25 15.56 9.82  -0.2373
C 0.52 14.37 10.10  -0.3969
H 3.38 18.96 11.51  0.2964
H 4.41 17.51 11.28  0.4307
H 3.35 17.53 12.61  0.2435
H 1.17 13.50 10.31  0.1490
H 0.07 14.04 9.13  0.3226
H -0.22 14.56 10.83  0.1747
C 3.45 13.93 16.01  -0.7445
O 2.51 13.05 16.51  0.1059
C 2.88 12.19 17.47  0.5521
O 4.05 12.31 18.19  -0.6927
O 1.99 11.22 17.71  -0.0538
C 2.40 10.27 18.62  -0.8772
H 4.35 14.28 16.67  0.3235
H 2.92 14.84 15.66  0.2432
H 3.99 13.39 15.25  0.3074
H 1.66 9.51 18.87  0.2651
H 2.61 10.70 19.57  0.3677
H 3.21 9.76 18.20  0.3325
C 0.87 16.50 14.06  -0.1950
C -0.18 15.40 13.83  0.4423
C -1.32 15.94 12.97  1.4223
C -2.40 14.97 12.75  -0.6866
N -3.30 14.33 12.54  0.1902
H 0.52 17.30 14.64  0.6746
H 1.04 17.04 13.08  -0.4831
H 1.74 15.92 14.31  -0.3862
H -0.53 14.96 14.71  0.4397
H 0.23 14.57 13.41  -0.7665
H -1.00 16.19 11.96  -1.6530
H -1.81 16.78 13.52  1.1491

multiplicity = 1
energy above the lowest of the compared OMol25 structures with the same formula, charge and spin = 67.2 kcal/mol
E_LUMO = 0.00 eV
SMILES = C[C@H]1COC(=O)O1.C[C@H]1COC(=O)O1.C[C@H]1COC(=O)O1.C[C@H]1COC(=O)O1.COC(=O)OC.COC(=O)OC.COC(=O)OC.COC(=O)OC.COC(=O)OC.CCCC#N

---

C18H41N3O12V | the ωB97M-V functional and the def2-TZVPD basis

Each line ends with the Mulliken charge.
Cartesian coordinates (Å):
O 0.28 1.63 0.86  -0.8202
V 1.57 0.73 0.96  1.4005
C 0.82 -1.67 2.15  0.8672
O 1.79 -0.90 2.37  -0.7993
O 1.15 -2.68 1.54  -0.6437
O 0.19 -1.03 1.30  -0.3705
C 2.80 -0.89 -1.10  0.8703
O 2.70 -2.08 -0.76  -0.4004
O 3.28 -0.39 -0.07  -0.7186
O 1.66 -0.49 -0.95  -0.4631
C 0.45 0.79 4.59  -1.2041
O 0.90 1.59 3.50  0.3187
C 1.66 2.72 3.93  -0.8790
C 2.22 3.27 2.58  -0.7878
N 3.02 2.24 1.81  -0.2272
C 3.68 2.94 0.68  -0.9263
C 2.70 3.44 -0.44  -0.7419
O 1.86 2.39 -0.81  0.4194
C 1.33 2.41 -2.15  -0.7340
H -0.24 -0.03 4.42  0.1196
H 0.08 1.45 5.38  0.4441
H 1.35 0.31 4.96  0.3993
H 2.45 2.49 4.64  0.4566
H 1.09 3.54 4.35  0.3829
H 2.89 4.07 2.90  0.4207
H 1.43 3.60 1.90  0.3217
H 3.79 2.05 2.44  0.2904
H 4.25 2.14 0.20  0.3368
H 4.38 3.70 1.04  0.4489
H 3.22 3.71 -1.36  0.5066
H 2.16 4.36 -0.20  0.3932
H 0.50 1.70 -2.19  -0.2108
H 2.12 2.10 -2.83  0.3148
H 0.95 3.42 -2.30  0.4487
C 0.34 -5.57 -6.31  -0.7761
O 0.29 -4.87 -5.06  -0.2715
C 1.32 -3.89 -4.98  -0.6457
C 1.52 -3.20 -3.56  -0.8262
N 0.30 -2.72 -2.84  -0.2873
C -0.10 -1.56 -3.61  -0.5024
C -1.46 -0.97 -3.17  -1.0531
O -1.28 -0.60 -1.75  -0.0054
C -2.32 0.29 -1.36  -0.7736
H -0.15 -6.52 -6.11  0.2535
H 1.32 -5.85 -6.68  0.3208
H -0.17 -4.99 -7.08  0.2793
H 1.15 -3.10 -5.71  0.3852
H 2.27 -4.32 -5.31  0.4843
H 2.45 -2.63 -3.55  0.3116
H 1.73 -4.03 -2.88  0.4013
H -0.36 -3.46 -3.04  0.3796
H -0.29 -1.88 -4.64  0.4667
H 0.66 -0.78 -3.68  0.2580
H -2.21 -1.74 -3.37  0.4216
H -1.65 -0.08 -3.77  0.3446
H -2.46 1.18 -1.98  0.3951
H -2.13 0.57 -0.33  -0.0387
H -3.27 -0.24 -1.35  0.3866
C -5.18 -1.01 2.98  -1.7267
C -4.02 -0.39 2.26  0.4860
C -3.43 0.92 3.08  -0.6374
O -2.66 1.78 2.30  -0.1196
C -2.18 2.92 3.05  -0.5710
N -3.06 -1.39 2.17  -0.6304
H -5.45 -2.02 2.68  0.4126
H -6.09 -0.43 2.83  0.4258
H -5.05 -0.95 4.06  0.3393
H -4.43 -0.05 1.31  0.2178
H -2.88 0.59 3.96  0.2284
H -4.34 1.46 3.36  0.4098
H -1.23 3.22 2.60  -0.1161
H -1.96 2.67 4.08  0.3191
H -2.93 3.70 3.13  0.4167
H -2.19 -1.03 1.80  0.0605
H -2.88 -1.65 3.13  0.3436

multiplicity = 3
E_LUMO (spin up / spin down) = 2.33 / 2.32 eV
<S²> = 2.384
net charge = -1

---

C17H32BrN4O8P2 | the ωB97M-V functional and the def2-TZVPD basis

Each line ends with the Mulliken charge.
Cartesian coordinates (Å):
C -0.79 2.38 -2.63  -0.2673
C -0.17 1.61 -1.95  -0.7007
N 0.45 0.67 -1.14  0.4019
C -0.53 -0.25 -0.73  -0.6091
N -1.03 -1.05 -1.65  1.1526
C -2.27 -1.80 -1.39  -0.0331
C -3.51 -0.89 -1.26  -0.6773
O -4.09 -0.85 -2.56  -0.5481
P -0.21 -1.16 -3.25  -0.2283
P -0.32 -3.28 -3.83  0.9221
O 0.91 -3.52 -4.55  -0.5850
O -0.49 -4.16 -2.49  -0.4870
O -1.62 -3.53 -4.74  -0.5479
N -1.01 -0.24 0.54  0.6663
C -0.92 -1.53 1.35  -1.4430
C -0.07 -2.68 0.82  -0.6992
N 1.39 -2.53 0.93  0.5689
C 1.98 -3.66 0.15  -0.6696
C 2.15 -3.28 -1.32  -0.6929
C 1.77 -2.69 2.33  0.6478
C 2.22 -1.46 3.09  -1.0404
O 1.74 -3.77 2.85  -0.5182
C -0.48 0.94 1.23  -1.0703
O 0.93 0.91 1.19  -0.1720
C 1.36 1.25 -0.08  0.1028
Br 3.15 0.50 -0.36  -0.0596
O 1.39 2.59 -0.30  -0.3547
C 2.06 3.38 0.70  -0.3623
C 1.07 4.06 1.66  -0.2825
O 1.35 5.44 1.69  -0.4555
C 0.19 6.26 1.75  -0.2889
C -0.64 6.06 3.02  -0.9909
H -1.34 3.16 -3.09  0.4911
H -2.18 -2.44 -0.52  0.1542
H -2.48 -2.40 -2.27  -0.0425
H -3.23 0.10 -0.91  0.3001
H -4.20 -1.34 -0.54  0.3933
H -4.69 -0.10 -2.62  0.3503
H -1.24 -0.57 -4.02  0.1420
H -1.41 -4.39 -2.33  0.3925
H -2.45 -3.21 -4.36  0.4208
H -1.94 -1.91 1.46  0.3999
H -0.60 -1.25 2.35  0.6252
H -0.37 -3.56 1.41  0.6705
H -0.30 -2.93 -0.21  0.0452
H 2.95 -3.91 0.57  0.5208
H 1.34 -4.54 0.23  0.3320
H 2.19 -4.17 -1.95  0.3749
H 1.36 -2.61 -1.66  -0.2584
H 3.10 -2.75 -1.46  0.3706
H 2.64 -0.70 2.45  0.1270
H 1.37 -1.07 3.66  0.2333
H 2.95 -1.79 3.82  0.4825
H -0.84 1.83 0.72  0.5571
H -0.83 0.97 2.26  0.4648
H 2.59 4.16 0.17  0.4859
H 2.81 2.79 1.23  0.2593
H 1.19 3.64 2.66  0.2202
H 0.06 3.87 1.29  0.2316
H 0.54 7.29 1.70  0.3937
H -0.42 6.07 0.87  0.2834
H 0.02 5.78 3.85  0.2853
H -1.17 6.97 3.27  0.3733
H -1.35 5.25 2.89  0.2411

multiplicity = 1
E_LUMO = -3.52 eV
net charge = +1
SMILES = C#CN1C(N(CCO)PP(=O)(O)O)=[N+](CCN(CC)C(C)=O)CO[C@]1(Br)OCCOCC

---

C40H59N7O6S3 | the ωB97M-V functional and the def2-TZVPD basis

Each line ends with the Mulliken charge.
Cartesian coordinates (Å):
O -0.92 -8.17 0.93  -0.6384
S 0.17 -7.18 1.03  1.0585
O 1.61 -7.48 1.35  -0.6397
C 0.28 -6.06 -0.43  -0.7190
C 0.07 -4.61 0.12  0.0118
C 0.28 -4.56 1.69  -0.3362
C -0.41 -5.81 2.23  -0.9260
H -0.59 -6.47 -0.94  0.3144
H 1.17 -6.21 -1.04  0.4025
H 0.76 -3.95 -0.40  -0.1632
H -0.92 -4.26 -0.16  0.3361
H -0.25 -3.71 2.11  0.3316
H 1.35 -4.55 1.92  0.2867
H -1.46 -5.77 1.92  0.3457
H -0.19 -6.20 3.23  0.4803
O 6.29 -1.52 -1.13  -0.6619
S 6.13 -0.80 0.13  1.1088
O 7.21 -0.03 0.82  -0.6641
C 4.64 0.24 -0.21  -0.6767
C 3.43 -0.42 0.57  0.6080
C 4.01 -1.18 1.79  -0.9025
C 5.25 -1.97 1.30  -0.8437
H 4.61 0.50 -1.26  0.4636
H 4.86 1.20 0.25  0.3316
H 2.70 0.19 1.10  0.0347
H 2.90 -1.20 0.02  -0.3570
H 3.25 -1.83 2.23  0.3303
H 4.29 -0.45 2.55  0.3584
H 4.85 -2.77 0.67  0.3454
H 5.94 -2.45 1.99  0.4928
O -1.24 4.00 -1.03  -0.6219
S -1.80 3.60 -2.31  1.2201
O -1.45 2.32 -2.98  -0.8314
C -3.69 3.56 -1.95  -0.7376
C -4.40 4.12 -3.19  -0.6152
C -3.37 4.47 -4.27  -0.5741
C -2.06 4.92 -3.49  -0.8886
H -3.84 4.29 -1.16  0.3398
H -3.98 2.53 -1.74  0.4496
H -5.05 3.42 -3.72  0.2610
H -5.03 4.97 -2.94  0.3141
H -3.69 5.24 -4.98  0.4149
H -3.16 3.59 -4.87  0.3026
H -2.03 5.89 -2.97  0.3658
H -1.13 4.82 -4.05  0.4664
C -0.75 4.43 2.32  -0.1323
C -0.26 3.36 3.16  0.0091
C -1.15 3.28 4.17  -0.5981
N -1.99 4.26 4.27  0.1694
C -1.81 4.98 3.04  -1.3084
H -0.27 4.87 1.46  0.4584
H 0.58 2.71 2.99  0.3038
H -1.24 2.48 4.89  0.4783
H -2.66 4.40 5.01  0.2452
H -2.33 5.91 2.81  0.3913
C -2.86 -2.84 -3.39  -0.6578
C -1.61 -2.74 -4.18  0.2699
C -1.53 -3.72 -5.17  -0.6789
N -2.71 -4.39 -5.10  -0.0229
C -3.56 -3.96 -4.07  -0.6972
H -3.24 -2.14 -2.66  0.4436
H -0.83 -2.03 -3.97  0.2640
H -0.82 -4.05 -5.91  0.4142
H -2.93 -4.90 -5.94  0.2431
H -4.60 -4.24 -4.10  0.3782
C 1.77 -0.32 -3.49  0.9843
C 1.34 -0.45 -4.83  -0.8865
C 1.91 -1.60 -5.35  -0.8437
N 2.52 -2.29 -4.30  -0.0010
C 2.28 -1.49 -3.15  -0.9846
H 1.65 0.55 -2.86  0.1352
H 0.73 0.25 -5.38  0.4532
H 2.08 -1.99 -6.34  0.4983
H 3.10 -3.11 -4.42  0.2150
H 2.78 -1.92 -2.29  0.4439
C 3.97 3.42 -2.48  -1.1557
C 2.69 2.81 -2.69  -0.0553
C 2.02 3.06 -1.47  -0.5337
N 2.92 3.57 -0.57  0.2166
C 4.05 3.75 -1.18  -0.5588
H 4.81 3.44 -3.16  0.4024
H 2.35 2.41 -3.64  0.7104
H 1.00 2.98 -1.13  0.3821
H 2.68 3.73 0.40  0.1936
H 4.80 4.28 -0.63  0.4568
C 0.05 -1.08 0.88  -0.8339
C -0.50 0.12 1.38  -0.8991
C -0.80 0.96 0.35  -0.9804
N -0.61 0.25 -0.79  0.8191
C -0.09 -0.92 -0.53  -0.7044
H 0.46 -1.91 1.44  0.6289
H -0.64 0.29 2.44  0.6648
H -1.16 1.98 0.32  0.4703
H -0.71 0.67 -1.71  0.1511
H 0.14 -1.62 -1.32  0.5907
C 1.44 -0.12 4.68  0.0755
C 0.28 -0.76 5.07  -0.0037
C 0.43 -1.81 5.94  -1.1100
N 1.78 -1.80 6.14  0.0552
C 2.32 -0.80 5.42  -0.8525
H 1.66 0.76 4.08  0.3483
H -0.70 -0.51 4.68  0.4942
H -0.17 -2.58 6.40  0.4143
H 2.38 -2.45 6.64  0.2102
H 3.40 -0.71 5.48  0.4088
C -5.10 3.13 2.81  -0.6709
C -5.75 2.72 3.96  -0.4619
C -5.39 1.43 4.18  -0.6764
N -4.43 1.06 3.27  0.0789
C -4.18 2.14 2.49  -0.1965
H -5.02 4.13 2.41  0.4179
H -6.39 3.35 4.56  0.3819
H -5.69 0.74 4.95  0.3945
H -3.91 0.20 3.19  0.2479
H -3.38 2.16 1.77  0.5129

multiplicity = 1
energy above the lowest of the compared OMol25 structures with the same formula, charge and spin = 80.1 kcal/mol
E_LUMO = 0.21 eV
SMILES = O=S1(=O)CCCC1.O=S1(=O)CCCC1.O=S1(=O)CCCC1.c1cc[nH]c1.c1cc[nH]c1.c1cc[nH]c1.c1cc[nH]c1.c1cc[nH]c1.c1cc[nH]c1.c1cc[nH]c1

---

Record order is preserved below.
Molar mass: 99.1; 478.7; 927.9; 542.5; 562.3; 830.2 g mol⁻¹
Record order is preserved below.
E: -360.597931; -2455.200425; -3456.135783; -2721.060238; -4744.339576; -3588.604625 Eh